{
  "formula": "C60H142BrN8O3",
  "method": "wB97M-V/def2-TZVPD",
  "lumo_energy_ev": [-10.41, -10.69],
  "total_charge": 6,
  "homo_ev": [-13.506, -19.178],
  "multiplicity": 2,
  "homo_lumo_gap_ev": [3.10, 8.49],
  "elements": ["C", "N", "C", "C", "C", "C", "O", "H", "H", "H", "H", "H", "H", "H", "H", "H", "H", "H", "H", "H", "H", "C", "N", "C", "C", "C", "C", "O", "H", "H", "H", "H", "H", "H", "H", "H", "H", "H", "H", "H", "H", "H", "C", "N", "C", "C", "C", "C", "O", "H", "H", "H", "H", "H", "H", "H", "H", "H", "H", "H", "H", "H", "H", "C", "C", "C", "C", "N", "C", "C", "C", "C", "C", "H", "H", "H", "H", "H", "H", "H", "H", "H", "H", "H", "H", "H", "H", "H", "H", "H", "H", "H", "H", "C", "C", "C", "C", "N", "C", "C", "C", "C", "C", "H", "H", "H", "H", "H", "H", "H", "H", "H", "H", "H", "H", "H", "H", "H", "H", "H", "H", "H", "H", "C", "C", "C", "C", "N", "C", "C", "C", "C", "C", "H", "H", "H", "H", "H", "H", "H", "H", "H", "H", "H", "H", "H", "H", "H", "H", "H", "H", "H", "H", "C", "C", "C", "C", "N", "C", "C", "C", "C", "C", "H", "H", "H", "H", "H", "H", "H", "H", "H", "H", "H", "H", "H", "H", "H", "H", "H", "H", "H", "H", "C", "C", "C", "C", "N", "C", "C", "C", "C", "C", "H", "H", "H", "H", "H", "H", "H", "H", "H", "H", "H", "H", "H", "H", "H", "H", "H", "H", "H", "H", "Br"],
  "coordinates": [[-1.392, -2.317, 1.030], [-0.252, -2.141, -0.027], [1.116, -1.846, 0.628], [-0.183, -3.476, -0.792], [-0.597, -0.915, -0.944], [-0.557, 0.518, -0.427], [0.723, 1.141, -0.454], [-2.366, -2.515, 0.582], [-1.590, -1.364, 1.521], [-1.119, -3.086, 1.752], [1.475, -2.694, 1.212], [0.915, -0.937, 1.195], [1.682, -1.657, -0.284], [-0.224, -4.296, -0.075], [0.664, -3.504, -1.478], [-1.063, -3.543, -1.432], [-1.621, -1.246, -1.118], [-0.063, -1.044, -1.886], [-1.044, 0.848, 0.490], [-1.135, 1.116, -1.132], [0.709, 1.882, 0.156], [4.495, -2.563, 4.585], [5.053, -3.365, 3.407], [3.831, -4.224, 2.961], [5.490, -2.501, 2.215], [6.207, -4.366, 3.728], [7.542, -3.693, 4.201], [8.380, -4.808, 4.190], [3.691, -1.923, 4.220], [5.287, -1.918, 4.966], [3.980, -3.229, 5.278], [3.573, -4.898, 3.777], [4.107, -4.801, 2.079], [2.978, -3.595, 2.702], [6.191, -1.751, 2.581], [4.683, -1.883, 1.821], [5.933, -3.111, 1.427], [6.389, -4.958, 2.831], [5.788, -4.994, 4.515], [7.441, -3.084, 5.100], [8.063, -3.101, 3.449], [9.084, -4.702, 4.835], [3.100, 2.825, 4.912], [2.073, 1.624, 4.897], [2.329, 0.908, 3.614], [2.446, 0.673, 6.088], [0.643, 2.285, 4.953], [-0.490, 1.424, 5.571], [-1.098, 0.604, 4.614], [2.655, 3.361, 4.075], [4.116, 2.438, 4.837], [3.016, 3.424, 5.819], [2.055, 1.424, 2.694], [1.765, -0.025, 3.572], [3.354, 0.537, 3.626], [2.194, 1.184, 7.016], [3.533, 0.595, 6.057], [2.087, -0.356, 6.077], [0.272, 2.664, 4.001], [0.802, 3.116, 5.641], [-1.265, 2.127, 5.876], [-0.264, 0.942, 6.522], [-0.433, -0.077, 4.488], [3.493, 1.314, -2.327], [4.413, 1.073, -1.100], [4.274, 2.057, 0.113], [4.492, 3.561, -0.327], [5.015, 4.443, 0.821], [4.808, 5.977, 0.427], [3.804, 6.589, 1.522], [4.040, 5.727, 2.743], [4.424, 4.350, 2.245], [6.493, 4.163, 0.980], [2.869, 0.503, -2.699], [3.967, 1.574, -3.274], [2.751, 2.110, -2.257], [5.445, 1.041, -1.447], [4.262, 0.044, -0.770], [5.022, 1.790, 0.860], [3.364, 2.004, 0.710], [3.604, 4.100, -0.657], [5.159, 3.546, -1.190], [5.686, 6.598, 0.606], [4.378, 6.131, -0.563], [4.035, 7.616, 1.807], [2.807, 6.547, 1.082], [4.857, 6.172, 3.311], [3.226, 5.652, 3.465], [5.192, 3.991, 2.930], [3.557, 3.717, 2.058], [6.813, 4.659, 1.897], [7.039, 4.743, 0.236], [6.802, 3.124, 1.102], [-2.401, 1.490, -5.448], [-1.066, 1.779, -4.715], [-0.622, 3.094, -4.282], [0.655, 3.593, -5.057], [1.162, 5.018, -4.689], [1.329, 5.178, -3.201], [-0.010, 5.783, -2.727], [-0.448, 6.725, -3.743], [0.066, 6.119, -5.037], [2.562, 5.203, -5.387], [-2.378, 0.431, -5.705], [-2.478, 2.141, -6.319], [-3.247, 1.655, -4.780], [-0.237, 1.404, -5.315], [-1.132, 1.126, -3.845], [-0.321, 3.135, -3.235], [-1.367, 3.880, -4.409], [0.473, 3.428, -6.119], [1.534, 3.007, -4.788], [2.071, 5.975, -3.168], [1.670, 4.409, -2.507], [-0.016, 6.297, -1.765], [-0.816, 5.061, -2.604], [-0.152, 7.769, -3.642], [-1.537, 6.725, -3.802], [0.574, 6.717, -5.794], [-0.689, 5.563, -5.591], [2.787, 6.249, -5.597], [2.214, 4.797, -6.337], [3.317, 4.547, -4.954], [-4.248, 1.341, 4.065], [-4.207, 2.765, 3.727], [-4.719, 3.190, 2.275], [-3.680, 3.820, 1.298], [-4.171, 4.920, 0.366], [-5.298, 4.439, -0.569], [-4.689, 3.554, -1.593], [-3.340, 4.036, -1.738], [-3.125, 5.169, -0.713], [-4.623, 6.197, 1.078], [-3.883, 0.983, 5.027], [-3.581, 0.754, 3.434], [-5.214, 0.837, 4.091], [-3.138, 2.964, 3.791], [-4.797, 3.317, 4.459], [-5.678, 3.701, 2.364], [-5.155, 2.314, 1.795], [-3.322, 3.100, 0.562], [-2.828, 4.278, 1.801], [-5.792, 5.225, -1.140], [-6.020, 3.845, -0.009], [-5.211, 3.453, -2.544], [-4.631, 2.546, -1.183], [-3.088, 4.500, -2.691], [-2.608, 3.240, -1.599], [-3.446, 6.113, -1.153], [-2.156, 5.307, -0.234], [-3.772, 6.692, 1.547], [-5.329, 5.869, 1.840], [-5.138, 6.849, 0.372], [1.540, -1.586, -5.188], [1.941, -2.568, -6.242], [0.914, -3.750, -6.366], [1.241, -4.978, -5.516], [0.266, -6.173, -5.715], [1.010, -7.403, -5.169], [0.874, -7.365, -3.600], [-0.489, -6.753, -3.505], [-0.942, -6.045, -4.796], [-0.174, -6.381, -7.140], [1.770, -0.546, -5.421], [1.990, -1.975, -4.275], [0.461, -1.519, -5.050], [2.934, -3.000, -6.116], [1.886, -2.078, -7.214], [0.840, -4.064, -7.407], [-0.123, -3.425, -6.286], [1.296, -4.705, -4.462], [2.240, -5.323, -5.783], [0.544, -8.300, -5.576], [2.035, -7.535, -5.518], [1.042, -8.346, -3.155], [1.617, -6.789, -3.049], [-1.375, -7.370, -3.355], [-0.485, -6.072, -2.653], [-1.731, -6.605, -5.299], [-1.429, -5.102, -4.548], [-0.779, -5.647, -7.672], [-0.696, -7.338, -7.145], [0.658, -6.535, -7.827], [-8.260, -5.965, -0.678], [-7.934, -4.900, 0.269], [-6.591, -5.107, 1.010], [-6.492, -3.918, 2.048], [-5.500, -4.251, 3.172], [-4.014, -4.561, 2.828], [-3.143, -4.146, 4.134], [-4.022, -3.112, 4.921], [-5.172, -2.919, 3.919], [-6.193, -5.141, 4.174], [-8.999, -5.676, -1.426], [-8.738, -6.783, -0.139], [-7.350, -6.417, -1.071], [-8.732, -5.040, 0.998], [-7.821, -3.865, -0.052], [-5.656, -5.113, 0.449], [-6.743, -6.094, 1.447], [-7.420, -3.624, 2.536], [-5.997, -3.120, 1.494], [-3.981, -5.591, 2.471], [-3.798, -4.005, 1.916], [-2.859, -4.972, 4.786], [-2.199, -3.719, 3.798], [-4.164, -3.360, 5.973], [-3.465, -2.186, 5.063], [-6.081, -2.584, 4.419], [-4.882, -2.175, 3.177], [-6.605, -6.068, 3.776], [-7.099, -4.644, 4.520], [-5.626, -5.365, 5.078], [0.800, 4.016, 1.229]],
  "forces_ev_per_angstrom": [[0.615, 0.889, -0.485], [-0.157, -0.424, 1.152], [-1.760, 0.000, -1.308], [-0.634, 1.222, -0.243], [-1.007, -1.683, 0.694], [0.496, 1.654, -0.288], [0.321, -1.763, -0.486], [0.270, -0.531, -0.740], [0.705, 0.063, 0.276], [0.200, 0.123, -0.110], [-0.198, 0.158, 0.081], [0.594, -0.132, 0.298], [0.783, 0.172, 0.374], [0.377, 0.177, -0.023], [0.300, 0.090, 0.466], [-0.258, 0.096, 0.147], [-0.353, 0.856, -0.559], [0.347, 0.153, 0.207], [-0.162, -1.200, 0.580], [-0.539, -0.500, -0.703], [0.051, 0.902, 0.494], [0.623, 0.093, -1.008], [-1.393, -0.743, -1.350], [1.125, 0.068, -0.065], [-0.137, 0.548, 1.128], [-0.283, 1.724, 0.771], [-0.323, -0.401, -1.714], [0.233, -0.920, 1.226], [0.049, 0.036, -0.459], [-0.059, -0.379, 0.440], [0.748, -0.103, 0.247], [0.053, 0.093, -0.057], [0.169, -0.009, 0.107], [0.165, 0.290, 0.269], [0.393, -0.384, 0.043], [-0.499, -0.525, 0.108], [-0.058, -0.086, 0.290], [-0.071, 0.140, 0.049], [0.327, -0.094, 0.026], [0.043, -0.493, 0.411], [-1.038, 0.992, -0.344], [0.261, -0.179, 0.120], [-1.879, -0.943, -0.008], [0.584, 0.189, 0.440], [-0.086, -1.089, 0.136], [0.303, 1.234, -0.380], [0.047, -0.794, 2.002], [-0.138, 1.421, -0.100], [0.335, -0.409, 0.137], [0.968, 0.480, -0.131], [-0.241, 0.049, -0.440], [-0.246, -0.283, 0.091], [0.176, 0.698, 0.348], [-0.532, -0.161, 0.321], [0.241, 0.468, -0.181], [-0.177, -0.088, -0.107], [0.028, 0.145, -0.093], [-0.720, 0.359, -0.533], [0.776, -0.192, -0.345], [-0.046, 0.124, -0.110], [0.061, 0.368, -0.125], [0.488, -0.408, -0.156], [-0.113, -0.952, -0.631], [-0.628, 0.544, -0.945], [-0.644, 0.098, -0.132], [0.187, 0.899, -0.606], [-0.816, -0.849, 1.112], [1.769, 1.638, -0.538], [-1.071, 0.923, 2.182], [0.155, -0.835, -1.133], [0.167, 0.028, -0.102], [-0.707, -0.575, -0.817], [0.659, 1.711, 0.459], [0.101, -0.642, 0.774], [0.955, 0.118, 0.246], [-0.008, 0.234, 0.798], [0.119, 0.415, 0.093], [-0.248, 0.044, 0.340], [0.466, 0.046, -0.179], [-0.505, -0.252, -0.640], [-0.405, -0.617, 0.131], [0.609, 0.508, 0.444], [0.603, -0.851, -0.569], [0.477, -0.545, -0.013], [0.099, 0.045, -0.607], [-0.163, -0.107, 0.504], [0.218, -0.119, -0.031], [-0.295, 0.075, -0.316], [-0.274, -0.809, -0.417], [-0.058, -0.092, 0.742], [-0.112, 0.004, 0.136], [-0.008, -0.731, -0.481], [-0.545, -0.016, -0.548], [0.925, 0.881, 0.334], [-0.421, -2.714, -0.394], [1.454, 3.457, 0.408], [-0.054, -0.108, 0.999], [-0.172, -0.843, 0.634], [-0.869, 2.036, 0.887], [0.083, -0.773, 2.011], [-0.654, 1.188, -2.371], [1.157, -1.147, -1.557], [-2.902, -0.675, -1.272], [-0.193, 0.184, -0.331], [-0.326, -0.323, -0.167], [-0.056, 0.125, -0.088], [-0.109, -0.614, -0.218], [0.399, -0.134, 0.210], [-0.310, -0.304, 0.165], [-0.333, -0.061, -0.002], [0.214, 0.817, -0.191], [-0.181, -0.468, 0.009], [0.075, 0.089, 0.388], [-0.002, -0.819, -0.933], [0.782, -0.244, 0.226], [0.478, -0.499, -0.013], [0.322, -0.161, 0.198], [-0.041, 0.246, -0.047], [-0.247, 0.577, 0.375], [-0.052, 0.071, 0.150], [0.175, -0.068, 0.783], [1.102, -0.008, -0.493], [-0.160, 0.426, 0.226], [-0.362, -3.260, 0.115], [0.108, 1.511, -0.904], [-0.277, -0.975, 0.183], [-0.674, 0.378, -0.007], [-1.266, 0.621, -1.309], [-1.471, -0.580, 0.662], [-1.013, -2.106, 0.110], [4.008, 1.506, -0.407], [-0.544, 0.335, 0.683], [0.078, -1.000, 0.091], [0.332, 1.122, 0.510], [-0.110, -0.044, -0.591], [-0.458, 0.340, -0.610], [-0.023, 0.935, 0.153], [0.432, 0.331, 0.005], [0.407, 1.031, 0.208], [0.550, -0.556, -0.196], [0.250, -0.321, 0.526], [0.028, -0.194, 0.152], [0.134, 0.679, 0.918], [-0.204, 0.643, 0.263], [-0.367, 0.358, 0.281], [-0.222, -0.226, -0.103], [-0.232, -0.218, -0.272], [0.197, 0.036, 0.015], [0.201, 0.079, -0.032], [0.115, -0.285, -0.196], [0.006, -0.121, -0.140], [0.051, 0.224, -0.007], [0.228, -0.098, -0.005], [-0.182, 0.119, 0.804], [-1.522, -1.048, -1.427], [-0.149, -0.292, -0.791], [-0.179, 0.434, -0.648], [0.935, 1.643, 0.281], [0.372, -0.914, 0.823], [0.283, -0.383, -1.846], [-2.120, 0.754, 1.277], [0.429, -1.214, 0.175], [0.490, -1.208, -0.827], [0.812, -0.135, 0.215], [-0.058, 0.799, 0.523], [-0.222, -0.462, -0.019], [0.093, 0.329, 0.031], [0.367, -0.076, -0.058], [0.790, -0.166, -0.177], [-0.085, 0.351, 0.904], [-0.392, -0.369, 0.152], [-0.127, -0.198, -0.140], [-0.581, 0.138, 0.214], [0.011, 0.903, -0.241], [-0.637, -0.259, -0.381], [0.115, 0.517, -0.620], [0.618, -0.857, 0.652], [-0.229, 0.273, -0.055], [0.136, -0.221, 0.097], [0.958, 0.648, -0.769], [-0.198, 0.439, 1.069], [-0.215, 0.145, 0.043], [0.501, 0.047, 0.479], [-0.071, -1.524, -1.242], [1.191, 1.127, 1.432], [-1.384, 0.320, 1.630], [1.863, -1.955, -0.723], [1.055, 1.976, 1.794], [-0.692, -1.006, 0.793], [-0.826, -0.251, -0.829], [1.048, -0.355, -1.276], [-1.235, 0.213, 1.386], [-0.583, -0.412, 0.335], [0.399, 0.019, -0.254], [-0.013, -0.074, 0.085], [-0.153, 0.125, -0.772], [0.154, 1.103, 0.516], [-0.995, 0.016, -0.734], [-0.311, -0.028, -0.538], [0.615, -0.006, 0.587], [0.087, -0.038, -0.244], [-0.442, 0.408, 0.184], [0.267, -0.219, 0.605], [0.037, 0.561, 0.314], [-0.314, -0.291, -0.385], [-0.075, 0.119, -0.088], [-0.956, -0.696, -0.352], [-0.078, 0.285, -0.594], [-0.128, 0.048, -0.236], [-0.054, -0.240, -0.165], [0.690, -0.021, -0.521], [0.167, 0.491, -0.090], [0.466, 0.146, -0.394], [0.026, -0.358, -0.067]]
}